{"formula": "C6H8S2", "method": "wB97M-V/def2-TZVPD", "multiplicity": 1, "e_above_lowest_kcal_mol": 98.5, "largest_force_ev_per_a": 4.44, "gap_ev": [7.0090, 7.0082], "smiles": "C=C(C)S.C=C=C=S", "mol_weight_g_mol": 144.26, "e_tot_ev": -28017.7717, "elements": ["C", "C", "C", "S", "H", "H", "H", "H", "H", "H", "C", "C", "C", "S", "H", "H"], "xyz": [[0.036, -0.977, -1.317], [0.722, -0.291, -0.401], [1.445, 1.037, -0.516], [0.316, -0.907, 1.218], [-0.175, -0.652, -2.353], [-0.462, -1.893, -1.089], [0.810, 1.673, -1.210], [2.506, 1.052, -1.019], [1.598, 1.569, 0.347], [1.437, -0.486, 1.940], [-2.972, -1.131, 0.611], [-2.434, -0.392, -0.410], [-2.286, 0.361, -1.420], [-2.090, 1.305, -2.649], [-3.351, -2.074, 0.306], [-3.028, -0.935, 1.734]], "atomic_forces_ev_per_a": [[0.480, 0.622, -1.567], [-0.121, -0.061, 0.755], [0.463, -0.329, -4.399], [1.538, 0.437, 1.008], [0.807, -0.070, 0.700], [0.000, -0.452, 0.355], [0.718, -0.508, 0.758], [-1.977, -0.697, 0.743], [-0.079, 0.927, 2.381], [-0.973, -0.374, -0.757], [1.270, 1.752, -0.843], [-2.106, -0.901, 2.832], [0.203, -0.076, 0.248], [-0.201, 0.388, -0.327], [-0.408, -0.912, -0.032], [0.388, 0.255, -1.856]]}



{"formula": "C6H8S2", "method": "wB97M-V/def2-TZVPD", "multiplicity": 1, "e_above_lowest_kcal_mol": 26.8, "largest_force_ev_per_a": 3.19, "gap_ev": 9.0030, "mol_weight_g_mol": 144.26, "e_tot_ev": -28020.8810, "elements": ["C", "C", "C", "C", "C", "C", "H", "H", "H", "H", "H", "H", "H", "H", "S", "S"], "xyz": [[2.255, -0.055, -0.157], [1.109, 0.087, 0.812], [-0.133, -0.177, -0.080], [-1.162, -1.228, 0.403], [-2.141, 0.847, -0.780], [-0.870, 1.062, -0.515], [2.590, 0.930, -0.542], [3.164, -0.599, 0.123], [1.137, -0.555, 1.646], [0.980, 1.043, 1.135], [-0.862, -2.223, 0.097], [-1.249, -1.105, 1.503], [-2.842, 1.557, -1.147], [-0.325, 1.974, -0.755], [-2.764, -0.718, -0.403], [1.111, -0.841, -1.340]], "atomic_forces_ev_per_a": [[0.253, 0.594, -0.923], [-0.774, -0.887, -0.509], [1.076, -0.662, -0.412], [-0.056, 1.478, -0.108], [-0.364, 0.063, 0.336], [1.113, -0.501, -0.296], [-0.198, -0.515, 0.181], [-0.545, -0.205, 0.059], [0.150, -0.981, 1.005], [0.108, 2.833, 1.457], [-0.166, -0.096, 0.205], [-0.160, -0.362, -0.572], [-0.354, 0.524, -0.339], [-0.198, -0.160, 0.140], [0.339, -0.991, 0.439], [-0.224, -0.134, -0.663]]}



{"formula": "C6H9AlCl2O4PY", "method": "wB97M-V/def2-TZVPD", "multiplicity": 1, "largest_force_ev_per_a": 11.71, "gap_ev": 5.9397, "mol_weight_g_mol": 362.90, "charge": 4, "e_tot_ev": -56489.5987, "elements": ["Y", "Al", "Cl", "Cl", "C", "C", "C", "O", "O", "O", "C", "P", "C", "C", "O", "H", "H", "H", "H", "H", "H", "H", "H", "H"], "xyz": [[-1.355, -0.924, -4.803], [-0.024, 0.495, -0.924], [0.155, -1.341, -2.656], [-1.313, 1.788, -1.984], [1.839, 1.490, -0.452], [0.300, -1.802, -5.909], [0.096, 0.813, -5.138], [2.760, 2.171, -0.262], [1.356, -2.077, -6.338], [0.986, 1.572, -5.313], [-1.390, -1.473, 2.686], [-0.391, -0.166, 2.033], [-0.917, 1.443, 2.590], [1.349, -0.404, 2.308], [-0.682, -0.286, 0.502], [-0.994, -2.444, 2.336], [-2.420, -1.366, 2.297], [-1.385, -1.430, 3.789], [-0.815, 1.513, 3.682], [-0.309, 2.239, 2.127], [-1.972, 1.582, 2.316], [1.590, -1.465, 2.134], [1.939, 0.229, 1.624], [1.598, -0.155, 3.354]], "atomic_forces_ev_per_a": [[-4.411, -0.086, 3.614], [-1.482, -0.562, 0.889], [-0.572, 0.556, -0.625], [0.588, -0.495, -0.236], [4.794, 3.719, 0.596], [10.090, -3.458, -4.839], [7.685, 7.116, -1.677], [-4.915, -3.725, -0.950], [-6.634, 1.549, 2.538], [-6.168, -5.110, 1.218], [-0.074, -0.251, 0.341], [-0.591, -0.289, 1.858], [0.001, 0.113, -0.175], [0.163, -0.285, 0.133], [1.269, 1.021, -3.242], [-0.093, 0.373, 0.279], [0.425, 0.082, 0.324], [-0.114, -0.185, -0.374], [-0.010, 0.015, -0.193], [-0.172, -0.202, 0.227], [0.195, 0.017, 0.139], [0.059, 0.311, 0.047], [-0.062, -0.199, 0.493], [0.025, -0.027, -0.385]]}



{"formula": "C6H9AuLiO7", "method": "wB97M-V/def2-TZVPD", "multiplicity": 4, "e_above_lowest_kcal_mol": 19.2, "largest_force_ev_per_a": 6.83, "gap_ev": [6.6938, 2.3316], "mol_weight_g_mol": 397.04, "charge": 2, "s2": 3.764, "e_tot_ev": -24574.2367, "elements": ["O", "C", "O", "Au", "O", "C", "C", "H", "H", "H", "H", "C", "C", "O", "C", "O", "O", "O", "Li", "H", "H", "H", "H", "H"], "xyz": [[0.359, 3.492, -2.069], [1.536, 2.993, -1.992], [2.090, 2.911, -0.868], [0.258, 3.374, -0.069], [2.077, 2.566, -3.100], [3.309, 1.811, -3.033], [3.096, 0.439, -2.518], [4.041, 2.370, -2.436], [3.654, 1.809, -4.079], [3.892, -0.051, -1.959], [2.253, -0.147, -2.885], [-4.598, -0.360, 0.534], [-3.231, -0.246, -0.109], [-2.558, 0.815, 0.557], [-1.932, 1.737, -0.167], [-2.099, 1.787, -1.395], [-1.132, 2.448, 0.514], [-5.275, -1.419, -0.106], [-1.263, 2.775, -2.720], [-5.140, 0.594, 0.418], [-4.478, -0.553, 1.613], [-3.297, -0.049, -1.201], [-6.160, -1.498, 0.260], [-2.667, -1.181, 0.017]], "atomic_forces_ev_per_a": [[-0.454, 0.624, -1.643], [2.889, -1.607, -4.646], [0.041, 0.388, 0.984], [3.621, 2.840, 1.857], [-2.034, 1.315, 1.602], [1.773, -0.821, -0.014], [-0.165, -0.033, 0.022], [-0.195, -0.077, -0.179], [-0.152, 0.078, 0.262], [-0.268, 0.167, -0.182], [0.287, 0.109, 0.088], [-0.635, -0.041, 0.378], [-1.117, -0.901, -1.497], [2.179, 2.067, 0.175], [-4.178, -4.941, -2.187], [1.318, 1.253, 0.725], [-2.884, -0.663, 4.107], [0.514, 0.242, -0.098], [-0.625, -0.154, -0.648], [0.166, -0.152, 0.007], [0.039, 0.083, -0.239], [-0.120, -0.081, 0.828], [-0.110, -0.054, 0.034], [0.108, 0.359, 0.266]]}



{"formula": "C6H9BF4FeNO5", "method": "wB97M-V/def2-TZVPD", "multiplicity": 6, "largest_force_ev_per_a": 3.22, "gap_ev": [7.3098, 9.8765], "mol_weight_g_mol": 317.79, "s2": 8.760, "e_tot_ev": -64035.0755, "elements": ["Fe", "O", "C", "C", "N", "C", "C", "O", "O", "C", "C", "O", "O", "H", "H", "H", "H", "H", "H", "H", "H", "H", "F", "B", "F", "F", "F"], "xyz": [[-0.845, 1.236, 0.918], [-1.453, -0.992, 0.408], [-1.100, -1.922, -0.604], [0.344, -2.384, -0.639], [1.344, -1.342, -0.840], [2.155, -0.779, 0.213], [1.338, 0.344, 0.912], [0.582, 0.004, 1.890], [1.148, 1.443, 0.332], [1.393, -0.707, -2.036], [-0.126, 1.896, -2.226], [0.569, 2.083, -3.133], [-0.946, 1.713, -1.416], [-1.238, -1.400, 1.263], [-1.307, -1.338, -1.566], [-1.814, -2.733, -0.636], [0.462, -3.054, -1.495], [0.548, -2.946, 0.282], [3.114, -0.532, -0.205], [2.318, -1.620, 0.887], [1.142, -1.271, -2.921], [2.130, 0.085, -2.100], [-1.784, 2.980, 3.950], [-1.995, 2.898, 2.616], [-0.758, 3.060, 1.895], [-2.351, 1.488, 2.157], [-2.871, 3.792, 2.096]], "atomic_forces_ev_per_a": [[0.636, -0.566, -0.354], [0.265, 0.003, 0.754], [-0.506, 1.795, -2.623], [0.341, 0.087, 0.525], [-0.322, -0.019, 0.185], [-0.688, -0.878, 1.143], [-0.405, -1.281, 0.353], [0.806, 0.085, -0.732], [0.236, 0.029, -0.441], [0.166, 0.471, -0.675], [0.063, -0.144, -1.125], [-0.227, 0.105, 0.864], [-0.055, 0.058, 0.415], [-0.045, 0.309, -0.067], [0.368, -0.772, 1.103], [-0.007, -0.553, 0.297], [-0.241, -0.264, 0.083], [0.290, 0.127, -0.192], [0.275, 0.676, -0.089], [0.094, 0.345, 0.535], [-0.194, -0.027, -0.146], [-0.126, -0.126, -0.186], [-0.256, -0.471, -0.192], [0.142, 0.848, 0.099], [0.304, 0.002, -0.091], [-0.414, 0.463, 0.469], [-0.500, -0.300, 0.089]]}



{"formula": "C6H9BO2S", "method": "wB97M-V/def2-TZVPD", "multiplicity": 3, "largest_force_ev_per_a": 4.37, "gap_ev": [4.7304, 7.9583], "mol_weight_g_mol": 156.02, "s2": 2.008, "e_tot_ev": -21968.8860, "elements": ["B", "C", "C", "C", "C", "C", "C", "O", "O", "S", "H", "H", "H", "H", "H", "H", "H", "H", "H"], "xyz": [[0.618, 1.287, -1.442], [-0.338, -2.315, -2.040], [0.726, -1.246, -1.950], [-1.489, -2.116, -1.448], [0.091, -0.016, -1.412], [-1.474, 1.621, 1.769], [-0.689, 0.786, 2.462], [1.059, 2.513, -1.461], [0.602, 0.280, 2.216], [-1.420, -0.515, -0.541], [-0.256, -3.219, -2.654], [1.426, -1.754, -1.146], [-2.465, -2.576, -1.403], [-2.367, 1.814, 2.428], [-1.303, 2.217, 0.840], [-1.051, 0.348, 3.434], [0.991, -1.006, -2.978], [1.835, 2.884, -0.933], [0.963, 0.923, 1.576]], "atomic_forces_ev_per_a": [[0.807, -0.991, -0.189], [-0.107, -1.245, -1.262], [-0.944, -2.192, 1.014], [-0.656, 2.632, 1.855], [-1.029, -0.633, 1.403], [-0.297, 0.398, 1.437], [0.614, -0.987, 0.909], [1.831, 3.682, 1.480], [-1.379, 1.687, -0.582], [-0.132, -1.020, -1.262], [0.496, 0.335, 0.112], [-0.258, 1.470, -1.942], [0.353, -0.594, -0.242], [0.636, 0.131, -1.401], [0.003, -0.851, 0.935], [0.313, 0.505, -1.226], [1.336, -0.400, 0.233], [-1.749, -1.213, -1.415], [0.160, -0.714, 0.142]]}